<P>
Molecular formula: C4H10OS2
Method: DFT, ωB97M-V/def2-TZVPD

Atoms and positions in Å:
C  0.17976  -1.81574  -0.75628
C  1.21038  -0.74756  -1.31240
C  1.28764  0.63171  -0.55788
S  1.67823  0.47616  1.19276
S  0.06838  -0.53629  1.73339
C  0.11183  -2.13366  0.77299
H  -0.78696  -1.36300  -1.04943
H  0.30932  -2.74372  -1.34578
H  1.01503  -0.46354  -2.36436
H  2.17956  -1.28163  -1.28240
H  2.07518  1.23651  -1.04722
H  0.32692  1.16798  -0.67987
H  0.95183  -2.67141  1.25328
H  -0.80713  -2.72816  0.93886
O  -3.28360  4.69044  1.33886
H  -2.48572  4.13352  1.48548
H  -4.03058  4.14834  1.68006

Gap between HOMO and LUMO ... 9.0 eV
HOMO energy ... -8.43 eV
SMILES ... C1CCSSC1.O

natural (NBO) charges in e: number 1, C, carries -0.417; number 2, C, carries -0.402; number 3, C, carries -0.558; number 4, S, carries 0.118; number 5, S, carries 0.049; number 6, C, carries -0.525; number 7, H, carries 0.202; number 8, H, carries 0.215; number 9, H, carries 0.214; number 10, H, carries 0.202; number 11, H, carries 0.229; number 12, H, carries 0.216; number 13, H, carries 0.222; number 14, H, carries 0.235; number 15, O, carries -0.942; number 16, H, carries 0.471; number 17, H, carries 0.470

***

<Q>
Molecular formula: C4H10OS2
Method: DFT, ωB97M-V/def2-TZVPD

Atoms and positions in Å:
C  -2.56815  0.56762  -1.76615
S  -1.57305  -0.70343  -2.58281
S  -0.41288  -1.40486  -1.00212
C  0.65922  0.03382  -0.67316
C  0.77121  0.31515  0.83732
C  1.53178  -0.79308  1.55173
O  1.82616  -0.52318  2.89195
H  -2.66000  1.32673  -2.55249
H  -2.12700  1.01810  -0.87791
H  -3.51904  0.12532  -1.52151
H  0.23790  0.90062  -1.19408
H  1.68145  -0.09398  -1.03657
H  1.47320  1.16122  0.82038
H  -0.15428  0.52286  1.36136
H  2.43710  -0.96780  0.99019
H  1.00365  -1.75658  1.52010
H  1.39274  0.27147  3.23379

Gap between HOMO and LUMO ... 9.4 eV
HOMO energy ... -8.67 eV
SMILES ... CSSCCCO

natural (NBO) charges in e: number 1, C, carries -0.755; number 2, S, carries 0.091; number 3, S, carries 0.077; number 4, C, carries -0.533; number 5, C, carries -0.439; number 6, C, carries -0.053; number 7, O, carries -0.720; number 8, H, carries 0.226; number 9, H, carries 0.226; number 10, H, carries 0.223; number 11, H, carries 0.231; number 12, H, carries 0.216; number 13, H, carries 0.208; number 14, H, carries 0.208; number 15, H, carries 0.160; number 16, H, carries 0.164; number 17, H, carries 0.471

***

Which one sits at the top of the stability order? <P> does.

***

<P>
Molecular formula: C7H9N4
Method: DFT, ωB97M-V/def2-TZVPD

Atoms and positions in Å:
C  -2.43196  1.48167  0.10815
N  -1.48575  0.58509  -0.08205
C  -1.68567  -0.88179  -0.50126
N  -0.67725  -1.76087  -0.34254
C  0.54880  -1.45060  -0.02069
C  1.60227  -2.47298  0.08864
C  0.90818  -0.09313  0.07088
N  2.17873  0.50627  0.14475
C  1.97579  1.74926  0.25646
N  0.64551  2.11331  0.29081
C  0.00713  0.90645  0.15607
H  -3.41165  1.31520  0.00998
H  -2.30569  2.51079  0.34876
H  -2.08501  -0.95361  -1.48978
H  -2.42624  -1.25801  0.23693
H  2.27086  -2.13084  -0.71669
H  1.10789  -3.43243  0.04965
H  2.10290  -2.32248  1.03823
H  2.78798  2.54621  0.17558
H  0.37319  3.04247  0.17812

Gap between HOMO and LUMO ... 7.9 eV
HOMO energy ... -13.18 eV
Total charge ... +1
SMILES ... C=[N+]1CN=C(C)c2nc[nH]c21

natural (NBO) charges in e: number 1, C, carries 0.084; number 2, N, carries -0.232; number 3, C, carries -0.076; number 4, N, carries -0.392; number 5, C, carries 0.304; number 6, C, carries -0.649; number 7, C, carries 0.020; number 8, N, carries -0.400; number 9, C, carries 0.240; number 10, N, carries -0.541; number 11, C, carries 0.285; number 12, H, carries 0.212; number 13, H, carries 0.215; number 14, H, carries 0.249; number 15, H, carries 0.245; number 16, H, carries 0.256; number 17, H, carries 0.255; number 18, H, carries 0.247; number 19, H, carries 0.237; number 20, H, carries 0.440

***

<Q>
Molecular formula: C7H9N4
Method: DFT, ωB97M-V/def2-TZVPD

Atoms and positions in Å:
C  -2.07694  -0.47676  -0.03762
C  1.83942  0.66362  -0.03461
C  0.34577  -1.09439  -0.04290
C  -0.33339  1.08809  0.24117
C  3.19015  1.29541  -0.11109
C  0.12526  -2.55725  0.01002
C  -3.31493  1.59084  -0.05574
N  1.50965  -0.56362  -0.24381
N  0.83788  1.53501  0.41604
N  -0.73649  -0.18505  -0.02400
N  -3.07077  0.35365  -0.28742
H  -2.28966  -1.46274  0.00425
H  3.69888  0.66113  -0.69915
H  3.07826  2.28861  -0.34069
H  3.81278  1.31047  0.77137
H  0.43644  -2.85293  1.05156
H  -0.95282  -2.77243  -0.17246
H  0.82723  -3.05059  -0.68057
H  -2.71942  2.13059  0.65383
H  -4.20730  2.09834  -0.41819

Gap between HOMO and LUMO (spin up / spin down) ... 6.2 / 7.8 eV
HOMO energy (spin up / spin down) ... -11.96 / -13.61 eV
Total charge ... +1

natural (NBO) charges in e: number 1, C, carries 0.258; number 2, C, carries 0.527; number 3, C, carries 0.533; number 4, C, carries 0.504; number 5, C, carries -0.670; number 6, C, carries -0.684; number 7, C, carries 0.036; number 8, N, carries -0.459; number 9, N, carries -0.444; number 10, N, carries -0.423; number 11, N, carries -0.377; number 12, H, carries 0.198; number 13, H, carries 0.246; number 14, H, carries 0.258; number 15, H, carries 0.279; number 16, H, carries 0.282; number 17, H, carries 0.238; number 18, H, carries 0.291; number 19, H, carries 0.184; number 20, H, carries 0.221

***

Which one sits at the top of the stability order? <P> does.

***

<P>
Molecular formula: C7H6
Method: DFT, ωB97M-V/def2-TZVPD

Atoms and positions in Å:
C  1.38632  0.05555  0.33327
C  0.53777  -0.28614  1.42931
C  -0.56915  0.40062  1.95566
C  -0.11409  0.53306  0.05608
C  0.97044  1.44617  -0.30013
C  -1.15958  -0.53411  -0.12539
C  -0.83378  -1.06746  1.26859
H  1.56790  -0.72496  -0.28654
H  1.11362  2.32694  0.36007
H  1.28692  1.63949  -1.36369
H  -2.10853  -0.04905  -0.11204
H  -1.07207  -1.11678  -1.01995
H  -0.98468  -2.09033  1.62547

Gap between HOMO and LUMO ... 9.2 eV
HOMO energy ... -8.29 eV

natural (NBO) charges in e: number 1, C, carries -0.232; number 2, C, carries -0.067; number 3, C, carries -0.080; number 4, C, carries 0.119; number 5, C, carries -0.389; number 6, C, carries -0.431; number 7, C, carries -0.304; number 8, H, carries 0.215; number 9, H, carries 0.243; number 10, H, carries 0.250; number 11, H, carries 0.229; number 12, H, carries 0.212; number 13, H, carries 0.236

***

<Q>
Molecular formula: C7H6
Method: DFT, ωB97M-V/def2-TZVPD

Atoms and positions in Å:
C  0.17020  1.42732  0.04428
C  -1.04588  1.39163  0.05145
C  1.59672  1.03984  -0.00105
C  0.36274  -1.13700  0.09577
C  -2.10770  0.44258  -0.00395
C  -1.37115  -0.73449  0.09602
C  1.83279  -0.45045  0.07908
H  2.16288  1.36775  -1.05218
H  2.31960  1.65715  0.75582
H  0.31407  -1.84007  0.85307
H  0.58709  -1.79662  -0.81613
H  -3.17919  0.43512  -0.19814
H  -1.64216  -1.80277  0.09598

Gap between HOMO and LUMO ... 8.3 eV
HOMO energy ... -8.66 eV

natural (NBO) charges in e: number 1, C, carries 0.001; number 2, C, carries -0.042; number 3, C, carries -0.690; number 4, C, carries -0.626; number 5, C, carries -0.315; number 6, C, carries -0.094; number 7, C, carries 0.240; number 8, H, carries 0.293; number 9, H, carries 0.291; number 10, H, carries 0.236; number 11, H, carries 0.263; number 12, H, carries 0.251; number 13, H, carries 0.192

***

Which one sits at the top of the stability order? <P> does.

***

<P>
Molecular formula: C4H6ClNOS
Method: DFT, ωB97M-V/def2-TZVPD

Atoms and positions in Å:
O  -0.25025  2.97082  1.23940
C  -0.13646  2.29251  0.26263
N  0.21983  0.94734  0.37763
C  0.58866  0.51076  1.59342
S  1.08012  -1.02676  1.95370
C  0.23647  0.12702  -0.81722
C  -0.96687  -0.80756  -0.94635
Cl  -0.82420  -1.71671  -2.49058
H  -0.27292  2.58980  -0.78765
H  0.55282  1.24889  2.42137
H  1.12869  -0.52846  -0.93424
H  0.25702  0.78686  -1.70449
H  -1.84648  -0.14397  -0.96455
H  -0.95731  -1.47513  -0.06329

Gap between HOMO and LUMO ... 8.5 eV
HOMO energy ... -8.99 eV
SMILES ... O=CN(C=S)CCCl

natural (NBO) charges in e: number 1, O, carries -0.532; number 2, C, carries 0.553; number 3, N, carries -0.478; number 4, C, carries -0.062; number 5, S, carries -0.086; number 6, C, carries -0.249; number 7, C, carries -0.379; number 8, Cl, carries -0.052; number 9, H, carries 0.133; number 10, H, carries 0.247; number 11, H, carries 0.242; number 12, H, carries 0.213; number 13, H, carries 0.209; number 14, H, carries 0.241

***

<Q>
Molecular formula: C4H6ClNOS
Method: DFT, ωB97M-V/def2-TZVPD

Atoms and positions in Å:
S  3.15275  -0.72549  -0.26450
C  2.04583  -0.58298  1.04417
N  0.83225  -0.04408  1.01415
O  0.37100  0.57636  -0.11641
C  -0.49622  -0.30936  -0.77128
C  -1.46648  -1.08922  0.11072
C  -1.96500  0.02725  -0.90131
Cl  -2.66322  1.39919  -0.03637
H  2.46501  -0.67162  2.11462
H  0.31511  0.19130  1.82051
H  0.11495  -0.97946  -1.47428
H  -1.54696  -0.89921  1.19884
H  -1.55689  -2.09944  -0.07415
H  -2.46297  -0.29633  -1.79683

Gap between HOMO and LUMO ... 9.0 eV
HOMO energy ... -8.44 eV
SMILES ... S=CNO[C@H]1C[C@H]1Cl

natural (NBO) charges in e: number 1, S, carries -0.196; number 2, C, carries -0.069; number 3, N, carries -0.286; number 4, O, carries -0.330; number 5, C, carries 0.047; number 6, C, carries -0.446; number 7, C, carries -0.234; number 8, Cl, carries -0.005; number 9, H, carries 0.215; number 10, H, carries 0.391; number 11, H, carries 0.232; number 12, H, carries 0.221; number 13, H, carries 0.222; number 14, H, carries 0.236

***

Which one sits at the top of the stability order? <P> does.